No. 1
Here is C20H31N3O4S as an isolated structure from the OMol25 dataset. Energies are from the ωB97M-V functional and the def2-TZVPD basis.

Summary:
Multiplicity: 1
Net charge: 0
LUMO energy: -0.7 eV
Gap between HOMO and LUMO: 7.33 eV

The geometry in XYZ format:
```
59
Properties=species:S:1:pos:R:3:forces:R:3:nbo_charge:R:1
O -5.0409 -1.5098 0.8447 3.252 2.120 -2.262 -0.925
H -1.5682 -0.0070 -0.6174 -1.429 -0.082 1.924 0.240
C -1.5049 1.9535 0.2120 -3.448 -0.487 2.476 -0.137
C 4.1089 -0.1518 0.7178 -5.507 8.691 -0.799 -0.437
H -0.5844 -0.0069 2.2213 -1.089 0.452 -1.175 0.195
H 1.6239 1.1230 1.9811 0.354 -2.612 1.419 0.203
H 2.4005 2.0083 0.1533 1.157 4.568 4.103 0.201
H -5.2201 1.2435 1.3316 0.981 1.268 0.364 0.254
H 3.6856 0.2835 -2.7009 -1.051 2.670 -0.441 0.225
O 0.3652 3.3028 0.4709 0.101 -2.435 -2.564 -0.631
H 0.2512 0.2670 -0.4080 -0.886 -3.108 0.011 0.414
H 6.0718 -0.1778 -2.3552 -2.852 0.028 1.363 0.242
C -5.8631 0.0815 -1.5195 -1.164 -0.162 8.649 -0.459
H -3.1734 -1.2350 -2.6363 0.962 0.181 -0.199 0.242
H -4.0627 3.1716 1.8771 -3.322 5.596 3.876 0.225
C -3.4912 2.5693 1.4221 3.770 3.284 -0.330 -0.298
C 5.1447 -0.4420 -1.6297 4.646 -2.620 3.433 -0.372
H -6.5121 -0.3725 -0.4234 1.765 1.394 -3.101 0.234
H 5.9538 0.4991 0.0097 2.043 0.766 1.078 0.208
C 1.5841 -0.1088 2.2088 -5.801 8.482 -4.729 -0.245
C 0.2781 -2.4446 1.7367 -8.397 -6.124 1.346 -0.135
H -4.6075 -0.6714 -3.5168 1.422 0.572 1.504 0.204
H 0.0899 -0.0130 3.9171 0.656 -0.100 -2.435 0.226
N 0.7082 1.0928 -0.4491 0.279 9.963 -1.271 -0.610
N -4.7221 -0.8153 -1.5343 -3.558 1.198 3.585 -0.656
H -3.6220 0.6380 -2.5911 -0.129 -2.009 0.048 0.164
C 3.8013 -0.5300 -2.0648 6.782 0.883 -12.642 -0.423
H -0.6841 -2.2461 1.1071 1.722 0.073 0.377 0.193
C -3.4396 0.3886 0.4455 -0.074 6.112 2.847 -0.498
H -1.7227 3.8939 1.3377 -1.533 -2.378 -1.367 0.265
C -4.1756 1.5985 1.1338 -4.672 -13.678 -3.977 -0.065
C 0.2582 -0.2611 2.7789 -0.365 -4.432 5.623 -0.064
H 2.4690 1.5893 -1.3337 4.364 3.161 -13.417 0.164
C -3.9495 -0.4997 -2.5485 2.123 2.037 -7.324 -0.419
C -2.1793 0.6003 0.1587 6.345 3.252 -4.519 -0.134
H -6.5728 -0.2124 -2.1719 -1.899 -0.187 -2.889 0.221
C 1.4524 -2.1011 1.2056 6.986 1.983 -10.622 -0.203
H -5.7613 1.1845 -1.1465 0.321 -1.745 -1.663 0.211
H 1.7874 -1.0181 -1.8946 -1.261 0.278 -1.470 0.225
C -2.2792 2.8990 0.9509 6.858 1.306 -0.783 -0.086
C 2.5118 -0.0675 0.0733 7.749 -1.223 -4.912 0.317
H 0.1088 -3.6629 1.9384 1.009 2.584 -1.129 0.205
H 5.5436 -1.5998 -1.2941 -1.065 3.068 -0.302 0.176
H 3.8622 0.6658 1.6586 1.510 -2.669 -2.083 0.193
O 0.1101 -1.9960 2.9865 -0.140 5.327 2.048 -0.561
H 4.2091 -1.1139 0.9413 1.341 -3.789 1.190 0.197
C -0.0529 2.2346 -0.0645 0.930 -0.677 2.600 0.644
H 2.3334 -0.4382 2.6696 5.951 -2.258 4.737 0.184
H 3.8694 -1.1560 -3.2738 0.012 0.634 2.673 0.153
C 2.2221 1.3591 -0.5342 -8.675 -10.483 11.976 -0.196
H 4.8094 1.2974 -0.7058 -3.906 14.240 -5.932 0.156
H 2.8795 -1.9784 -1.0138 0.429 -0.364 -0.547 0.203
H 1.4940 -2.5023 -0.1648 -0.232 0.292 4.632 0.187
C 4.9745 0.5468 -0.3270 4.591 -17.079 4.948 -0.369
S -3.9383 -1.0109 -0.1077 -5.225 -12.607 1.005 2.233
N 1.6033 -0.6007 0.8886 -3.712 -3.988 2.291 -0.586
C 2.7602 -1.0235 -1.5222 -7.559 -3.141 10.637 -0.404
O -2.9908 -2.1813 -0.5068 -1.519 4.939 1.671 -0.887
H 2.3931 -2.3359 1.6775 0.059 -0.965 0.447 0.194
```
Positions in Å, forces in eV/Å.

No. 2
Here is a 2-piece molecular cluster, C4H7NOS overall from the OMol25 dataset. Energies are from the ωB97M-V functional and the def2-TZVPD basis.

Summary:
Multiplicity: 1
Net charge: 0
LUMO energy (spin up / spin down): 0.1 / -0.1 eV
Gap between HOMO and LUMO (spin up / spin down): 7.98 / 8.13 eV

The geometry in XYZ format:
```
14
Properties=species:S:1:pos:R:3:forces:R:3:nbo_charge:R:1
C -1.6440 0.3796 -0.7408 1.064 -1.139 1.330 -0.617
H -2.1692 0.2785 0.2540 1.182 0.407 -0.865 0.197
H 0.6521 -1.9617 -2.0488 -0.217 0.257 0.599 0.505
C 0.5697 -0.4861 -0.7015 -1.838 0.510 -1.149 0.062
C 0.8971 1.0948 1.4411 2.399 -2.827 -0.279 -0.733
H 1.4400 1.9201 1.8323 1.133 0.258 0.710 0.235
S 1.6228 0.8195 -0.2268 -0.239 0.521 0.177 0.292
H -0.9902 1.2194 -0.9420 -1.015 0.364 -0.330 0.204
H -2.2687 -0.1610 -1.4529 0.721 0.410 -0.497 0.201
C 0.1050 -1.3587 0.2634 -0.079 -1.958 0.870 0.167
H -0.0433 1.5260 1.3489 -2.218 -0.265 -0.083 0.227
O 0.9203 -1.0432 -1.9013 0.286 0.661 -0.349 -0.675
H 1.0857 0.0509 1.9713 -0.966 2.700 -0.515 0.256
N -0.1774 -2.2780 0.9031 -0.215 0.100 0.381 -0.323
```
Positions in Å, forces in eV/Å.

No. 3
Here is C38H55AgAsF6N3O21 as an isolated structure from the OMol25 dataset. Energies are from the ωB97M-V functional and the def2-TZVPD basis.

Summary:
Multiplicity: 1
Net charge: 0
LUMO energy: -4.7 eV
Gap between HOMO and LUMO: 4.80 eV

The geometry in XYZ format:
```
125
Properties=species:S:1:pos:R:3:forces:R:3:mulliken_charge:R:1
C 0.0952 -6.4592 -2.7123 -1.774 1.952 1.221 -0.210
H -10.8190 -7.6841 1.4781 0.069 -0.109 0.362 0.387
C 5.8194 4.0613 9.0382 -0.642 0.021 0.103 -1.078
H 0.7504 -7.4398 -4.3697 0.261 -0.314 -0.139 0.273
H 2.8778 -7.4653 11.5925 -0.837 0.276 0.060 0.305
H -4.0847 8.1034 -4.5064 -0.073 -0.082 0.203 0.344
O 7.0401 -5.3518 -5.3937 0.866 1.086 3.044 -0.233
H 6.6078 4.5068 9.6449 0.125 0.502 -0.407 0.360
H 0.5994 -5.5138 -2.9125 -0.110 -0.004 -0.479 0.293
C -2.3975 9.6225 1.3040 -0.675 1.859 2.100 -0.414
F -0.5214 0.8661 0.9841 -1.603 -0.403 -1.100 -0.521
O 2.3225 3.2213 7.0796 1.460 0.844 -1.408 -0.316
H 0.2639 -8.5629 -3.0971 -0.148 0.167 0.185 0.296
C 7.8940 -6.8011 -7.0921 1.253 0.020 1.651 -1.232
C -3.4963 6.2010 -5.2805 0.254 1.404 -0.135 -0.404
O 5.8694 3.5043 -5.7758 -0.776 0.018 -0.258 -0.310
F -3.2807 -0.4117 -0.9352 0.474 0.553 0.736 -0.491
N -2.6983 4.1139 -6.3208 -2.319 0.504 0.566 0.926
H 2.1414 -3.6873 5.9331 0.421 -0.284 0.974 0.277
C -9.6313 -6.5597 0.0685 -0.523 -0.246 3.405 0.268
H 5.1085 5.9618 8.1519 -0.076 -0.056 -0.116 0.323
H 4.9909 5.1252 -1.5890 0.417 0.182 -0.425 0.328
C -10.0280 -6.9499 1.4353 0.711 1.288 -1.446 -0.377
H -8.3644 -5.2184 -1.0357 0.152 -0.357 -0.165 0.395
H 6.7255 -2.6860 -2.1697 -0.457 0.181 0.308 0.231
C -8.0677 -5.0522 1.0712 -0.272 0.060 0.334 -0.232
C -2.5311 10.8986 2.0065 -0.345 -2.656 -1.882 -0.435
H 6.2353 3.1253 8.6652 -0.166 -0.055 -0.120 0.289
H 1.3379 -8.5224 9.0458 0.780 -0.100 -0.380 0.321
H 0.5986 -7.5809 10.1839 0.124 0.756 0.323 0.320
H -2.4698 9.5070 -5.7510 -0.551 0.104 0.193 0.367
O 3.8453 2.5755 -5.0813 2.258 3.640 -0.539 -0.608
C 0.7400 -7.6019 -3.2918 1.119 -1.448 -1.470 -1.023
C 2.5960 -8.1887 10.8275 -0.023 0.341 -0.889 -1.112
H -7.2421 -4.3671 0.9471 -0.016 0.140 -0.096 0.377
F -3.0859 1.4525 0.8410 1.592 -1.477 -1.190 -0.519
H 5.0907 2.9282 -7.5555 0.092 -0.876 -0.237 0.316
O -6.2628 11.6464 3.9155 2.005 -2.522 -0.943 -0.555
C 1.6031 -4.5836 6.2413 -1.695 -1.640 -0.404 -0.707
C -1.7787 7.9108 -6.8849 0.494 -2.929 -0.417 -0.460
C -3.4340 7.6089 -5.2124 -0.491 0.312 0.459 -0.345
H -3.8192 12.0821 3.2260 -0.218 0.084 -0.010 0.410
H 5.0482 3.8303 9.7730 -0.253 -0.011 -0.257 0.315
H 6.8526 3.1170 -7.5022 -0.098 0.064 0.053 0.230
H -1.0152 8.5235 -7.3410 -0.101 -0.329 -0.632 0.377
O 2.0745 -5.3667 7.3942 1.783 2.767 -3.455 -0.317
C -2.5910 8.4548 -5.9618 -1.007 -0.386 1.735 -0.411
O -1.7742 3.6654 -6.9180 1.417 -1.318 -0.826 -0.573
C -2.6665 5.6012 -6.2009 0.065 2.392 -0.676 0.283
C -8.5077 -5.3110 2.3785 1.256 -1.042 -1.569 -0.567
As -1.9522 0.2568 0.0289 0.435 0.735 0.403 2.009
C 1.0863 2.6575 7.4672 -0.001 0.349 0.590 -0.609
H 6.3550 -1.8465 -3.6174 -0.593 -0.153 -0.433 0.287
H 3.3800 5.3680 -1.2782 -0.502 0.555 -0.307 0.382
H -7.8332 -4.9359 3.1340 -0.628 0.281 0.541 0.340
O -1.3232 -6.3795 -3.1091 -0.446 0.911 -0.552 -0.319
C -1.8743 6.4951 -7.0349 -0.081 -1.628 0.143 -0.348
H -4.6566 -5.3084 -5.2612 -0.110 0.439 -0.414 0.232
C 5.3172 4.9383 7.8405 0.762 -0.926 1.928 -0.207
C -8.6313 -5.6247 -0.0713 -0.318 0.670 0.037 -0.380
O -6.8127 9.5694 3.6613 2.324 0.925 -0.294 -0.546
H 7.9258 -7.2801 -8.0707 -0.975 0.132 0.105 0.366
H -1.3537 5.9842 -7.8314 0.442 0.122 0.012 0.355
O -3.6631 3.4517 -5.8679 1.989 1.733 -0.668 -0.556
H 5.0877 -2.9844 -2.8349 0.010 0.457 -0.244 0.279
H 2.1374 -9.0711 11.2738 0.469 -0.104 0.166 0.356
C 1.2990 -5.8794 8.2691 -2.781 -0.028 1.291 0.789
H 1.7663 -7.6504 -2.9278 0.092 -0.076 -0.088 0.350
C 5.9903 2.6952 -6.9859 -0.075 1.212 0.816 -0.596
O -0.9757 -5.3609 -5.1556 -2.356 -0.193 2.842 -0.658
N -10.3434 -7.1314 -1.1026 1.401 1.353 -0.008 0.939
N -5.9577 10.4716 3.5440 -3.837 1.572 0.472 0.874
H -5.2043 8.1257 2.4196 -0.148 0.160 0.421 0.400
C -9.4593 -6.3069 2.5832 -0.518 -0.482 -1.861 -0.368
O 2.7160 4.5215 8.8814 -0.303 0.662 -0.098 -0.544
C 6.1276 -2.7658 -3.0776 0.589 -0.150 0.875 -0.603
C -3.7120 11.1373 2.7140 1.477 1.475 -0.120 -0.286
Ag 0.7038 -1.3277 -5.6573 -0.084 -0.007 0.275 1.000
C -1.7417 -5.7292 -4.2214 2.559 -1.045 -1.462 0.795
H 3.5736 -8.3745 10.3826 -0.160 -0.645 -0.264 0.300
H 5.8550 -6.6414 -6.5107 -0.250 0.373 0.182 0.294
C -3.3039 8.6449 1.6320 -0.511 0.069 -0.554 -0.391
H 8.8017 -6.1982 -7.0673 0.012 0.230 0.042 0.316
H 4.2546 6.5961 -2.3373 -0.036 -0.015 0.446 0.317
O 4.8486 4.4794 -4.1817 -1.076 0.823 -0.119 -0.242
C 4.6990 3.5169 -5.0747 0.041 -4.082 0.616 0.754
C -4.7172 10.1990 2.7932 0.215 -0.656 1.041 0.151
H 3.4879 3.7388 -2.8759 -0.683 -0.009 -0.455 0.292
C 6.7215 -5.9853 -6.5922 -0.728 0.354 -2.652 -0.123
H 6.5616 -5.1729 -7.3012 -0.677 -0.161 -0.229 0.294
C 3.7102 4.7228 -3.2887 0.584 -0.902 0.979 -0.186
C 4.1088 5.5500 -2.0681 0.389 -0.422 -0.522 -1.215
C -3.7132 -4.8018 -5.0575 -1.452 0.031 -1.168 -0.625
F -2.2095 -0.9058 1.2967 -0.145 0.315 -0.435 -0.464
O -10.9538 -8.1347 -0.9517 -1.268 -1.904 0.717 -0.574
O 5.1066 -4.1377 -5.3172 3.330 -0.502 1.570 -0.600
H 1.5698 -5.2791 5.4027 0.832 -0.124 -0.126 0.279
C 1.5899 -7.7373 9.7586 -0.331 0.698 0.491 -0.285
H 0.5283 -4.4040 6.2674 0.041 0.555 0.953 0.345
H -1.6805 11.5357 1.8139 -0.435 0.778 0.580 0.347
H 0.2673 3.2724 7.0941 -0.034 -0.012 0.168 0.268
H 8.0339 -7.5333 -6.2969 0.335 -0.516 -0.307 0.298
H -3.1296 7.6820 1.1748 -0.392 -0.300 0.232 0.351
O 2.0891 -6.5515 9.0621 0.904 -2.308 1.823 -0.276
C 6.2293 -4.4351 -4.8353 -2.875 0.883 -0.528 0.723
F -0.8923 -0.8753 -0.8429 -0.137 0.058 0.592 -0.523
H -3.1889 -4.5806 -5.9872 0.174 -0.398 0.069 0.300
O 0.0998 -5.7502 8.4135 0.465 -0.154 -0.567 -0.596
H 2.8905 5.1751 -3.8469 0.063 -0.262 -0.022 0.301
C -4.4760 8.9214 2.3653 0.299 -1.018 -1.224 -0.297
H 6.2398 1.6610 -6.7484 -0.660 -0.028 -0.050 0.237
O -3.0897 -5.7563 -4.2411 2.181 0.485 0.844 -0.281
H 1.0829 2.5876 8.5549 -0.371 -0.127 -0.033 0.325
H -1.6025 9.3959 0.6090 0.240 0.214 0.182 0.388
O -10.2330 -6.5628 -2.1680 0.272 0.582 -0.146 -0.585
H -3.9514 -3.8448 -4.5932 0.325 -0.164 0.623 0.285
F -1.5506 1.3574 -1.2875 -0.482 0.143 0.741 -0.494
H 1.0492 1.6789 6.9885 0.003 0.106 0.164 0.211
H 0.0505 -6.4988 -1.6240 -0.273 -0.165 0.004 0.295
H -4.1532 5.6258 -4.6448 -0.004 0.048 0.036 0.444
H -9.7155 -6.5798 3.5963 -0.301 -0.219 -0.109 0.377
C 2.9990 4.1385 7.7821 1.438 -1.426 0.675 0.731
H 6.1933 4.8733 7.1953 -0.602 0.516 -0.713 0.251
O 4.2130 4.3503 7.1574 -1.341 -0.387 -0.483 -0.320
O 6.7471 -3.9014 -3.6472 0.091 -2.178 -3.381 -0.295
```
Positions in Å, forces in eV/Å.

| no. | DFT total energy (eV) |
| --- | --- |
| 1 | -44715.4266 |
| 2 | -18629.9844 |
| 3 | -168895.2660 |